C23H18MoN9 as an isolated structure, computed with the ωB97M-V functional and the def2-TZVPD basis.

Geometry as XYZ:
```
51
Properties=species:S:1:pos:R:3:nbo_charge:R:1
Mo 0.54 0.38 -0.27 1.532
C 4.33 -1.22 -2.31 -0.103
C 3.96 -1.77 -1.09 -0.169
C 3.26 -0.99 -0.17 -0.213
C 2.93 0.34 -0.51 0.058
C 3.29 0.88 -1.76 -0.190
C 4.01 0.10 -2.64 -0.197
N 2.14 1.11 0.39 -0.451
C 2.43 1.20 1.79 0.106
C 3.51 1.86 2.34 -0.197
C 3.63 1.86 3.72 -0.096
C 2.71 1.20 4.54 -0.165
C 1.64 0.51 3.99 -0.173
C 1.51 0.53 2.60 0.094
N 0.57 -0.16 1.82 -0.190
N -0.19 -1.02 2.31 -0.064
C -0.93 -1.71 1.34 0.262
C -1.77 -2.72 1.73 -0.154
C -2.45 -3.44 0.75 -0.079
C -2.24 -3.11 -0.58 -0.195
C -1.37 -2.08 -0.90 0.093
N -0.73 -1.37 0.04 -0.522
H 4.91 -1.82 -3.01 0.265
H 4.23 -2.78 -0.84 0.264
H 3.03 -1.37 0.82 0.248
H 3.06 1.92 -1.97 0.256
H 4.34 0.51 -3.59 0.262
H 4.22 2.37 1.71 0.260
H 4.46 2.38 4.18 0.265
H 2.84 1.21 5.61 0.267
H 0.93 -0.02 4.60 0.265
H -1.88 -2.94 2.79 0.282
H -3.12 -4.24 1.02 0.277
H -2.74 -3.65 -1.37 0.276
H -1.19 -1.80 -1.93 0.224
N -0.65 1.24 -4.34 -0.283
C 0.25 0.61 -3.59 0.268
N -0.06 0.83 -2.31 -0.591
C -1.19 1.62 -2.37 0.296
N -1.56 1.88 -3.59 -0.153
C -1.79 2.10 -1.13 0.118
C -2.88 2.95 -1.07 0.083
N -3.36 3.37 0.10 -0.261
C -2.76 2.96 1.20 0.050
C -1.66 2.10 1.16 0.041
N -1.19 1.66 -0.01 -0.450
H -0.70 1.28 -5.35 0.473
H 1.08 0.03 -3.97 0.264
H -3.37 3.30 -1.98 0.261
H -3.14 3.31 2.15 0.257
H -1.17 1.77 2.07 0.232
```

As for the spin multiplicity: 3. For the energy relative to the best compared isomer or geometry (same formula, charge and spin), the calculation gives 0.1 kcal per mole. Its charge is +3.